{
  "formula": "C37H51B2Cl2F22INO21PS2",
  "method": "ωB97M-V/def2-TZVPD",
  "smiles": "COB(O)[C@@](CCCI)(O[C@@H](B(O)O)P(O)Cl)[C@](Cl)(N=C=S)O[C@](C)(CCF)S(=O)(=O)C(F)(F)F.CCOC(=O)C(F)(F)F.CCOC(=O)C(F)(F)F.CCOC(=O)C(F)(F)F.CCOC(=O)C(F)(F)F.CCOC(=O)C(F)(F)F.CCOC(=O)C(F)(F)F",
  "e_homo_ha": -0.3232,
  "fmax_ha_per_bohr": 0.1540,
  "symbols": ["C", "O", "B", "O", "C", "C", "C", "C", "I", "O", "C", "B", "O", "O", "P", "O", "Cl", "C", "Cl", "N", "C", "S", "O", "C", "C", "C", "C", "F", "S", "O", "O", "C", "F", "F", "F", "H", "H", "H", "H", "H", "H", "H", "H", "H", "H", "H", "H", "H", "H", "H", "H", "H", "H", "H", "H", "H", "C", "C", "O", "C", "O", "C", "F", "F", "F", "H", "H", "H", "H", "H", "C", "C", "O", "C", "O", "C", "F", "F", "F", "H", "H", "H", "H", "H", "C", "C", "O", "C", "O", "C", "F", "F", "F", "H", "H", "H", "H", "H", "C", "C", "O", "C", "O", "C", "F", "F", "F", "H", "H", "H", "H", "H", "C", "C", "O", "C", "O", "C", "F", "F", "F", "H", "H", "H", "H", "H", "C", "C", "O", "C", "O", "C", "F", "F", "F", "H", "H", "H", "H", "H"],
  "xyz": [[4.8718, 3.3608, 0.9229], [4.6758, 2.2328, 0.0361], [4.5606, 0.9943, 0.7231], [4.4694, 1.0953, 2.1786], [4.5622, -0.5115, 0.0256], [5.7853, -0.7729, -0.9633], [6.9028, 0.3440, -1.0806], [7.9404, 0.3891, 0.1703], [9.4326, -1.1965, 0.0643], [4.6961, -1.4050, 1.1166], [3.7142, -2.3223, 1.5147], [4.2195, -3.8419, 1.0961], [5.5579, -4.1298, 0.6496], [3.3042, -4.9421, 1.2091], [3.6051, -2.4546, 3.4444], [3.2840, -0.9232, 4.1286], [1.8163, -3.5851, 3.7421], [3.1479, -0.5337, -0.7974], [2.9427, -2.1188, -1.6940], [3.3901, 0.4786, -1.9329], [2.7307, 0.1124, -2.9823], [1.9077, 0.0422, -4.3955], [2.2232, -0.0057, 0.0666], [0.8603, -0.1357, 0.2504], [0.1701, 1.2216, -0.3456], [0.7062, -0.2373, 1.8777], [-0.5366, 0.4244, 2.5507], [-1.2734, -0.6226, 3.2476], [-0.1406, -1.5408, -0.4084], [-0.1880, -1.4338, -1.9206], [0.3839, -2.8868, 0.0510], [-1.9505, -1.5557, 0.1137], [-2.1934, -2.4363, 1.1900], [-2.5360, -0.2974, 0.2809], [-2.6344, -2.1575, -0.9762], [4.9444, 4.2906, 0.2485], [3.9946, 3.5608, 1.6286], [5.8740, 3.2903, 1.4608], [5.3091, 0.8106, 2.5873], [6.3250, -1.7229, -0.5926], [5.4805, -1.0381, -2.0411], [6.5515, 1.3797, -1.3932], [7.5779, 0.0029, -1.9533], [7.4191, 0.4168, 1.1795], [8.4548, 1.4118, 0.0541], [2.6313, -2.2324, 1.1945], [5.5378, -4.0341, -0.3247], [3.7888, -5.7981, 1.3796], [4.1810, -0.5399, 4.2758], [0.0295, 2.0225, 0.4420], [-0.7511, 1.0038, -0.9733], [0.9429, 1.6466, -1.0862], [0.6990, -1.3689, 2.1030], [1.6659, 0.1427, 2.3863], [-0.1588, 1.0976, 3.4056], [-1.2304, 1.0731, 1.9409], [3.8473, -10.6763, 5.6362], [3.7303, -9.1853, 5.4024], [4.6933, -8.7414, 4.4305], [4.3811, -8.9761, 3.1431], [3.3755, -9.5215, 2.7766], [5.4630, -8.4158, 2.2241], [6.7053, -8.7453, 2.6246], [5.4266, -7.0657, 2.1688], [5.3497, -8.8511, 0.9591], [4.8697, -10.9406, 5.9183], [3.1678, -10.9944, 6.4250], [3.6123, -11.2400, 4.7308], [3.9502, -8.6536, 6.3291], [2.7189, -8.9014, 5.0999], [-3.4698, 0.4062, -2.2702], [-4.7728, 1.1794, -2.3202], [-4.5366, 2.5567, -2.6597], [-4.3231, 2.8135, -3.9635], [-4.3170, 1.9794, -4.8276], [-4.1318, 4.3113, -4.1845], [-3.2758, 4.8596, -3.2984], [-5.2910, 4.9897, -4.0616], [-3.6495, 4.5979, -5.4045], [-2.7684, 0.8859, -1.5870], [-3.6423, -0.6154, -1.9423], [-2.9888, 0.3767, -3.2503], [-5.2387, 1.1735, -1.3333], [-5.4851, 0.7276, -3.0152], [0.2648, -7.7701, 10.1926], [1.7033, -7.8683, 10.6623], [2.1495, -9.2347, 10.6625], [2.4962, -9.7400, 9.4652], [2.4488, -9.1252, 8.4318], [2.9902, -11.1777, 9.6214], [2.1766, -11.9207, 10.3955], [4.2095, -11.2287, 10.1934], [3.0921, -11.8267, 8.4484], [-0.3792, -8.4146, 10.7958], [-0.0946, -6.7419, 10.2639], [0.1633, -8.0991, 9.1567], [1.7765, -7.5142, 11.6920], [2.3696, -7.2460, 10.0590], [-2.3960, 7.7779, -4.9737], [-1.3701, 8.8088, -5.4028], [-0.2571, 8.8288, -4.4924], [0.6490, 7.8459, -4.6489], [0.5759, 6.9812, -5.4793], [1.7921, 8.0142, -3.6517], [1.3533, 8.2563, -2.4004], [2.5958, 9.0458, -3.9815], [2.5767, 6.9267, -3.5760], [-2.7083, 7.9556, -3.9414], [-3.2727, 7.8133, -5.6204], [-1.9821, 6.7687, -5.0108], [-1.8172, 9.8034, -5.3751], [-1.0279, 8.6381, -6.4264], [-7.7508, -3.1435, 0.2496], [-7.9433, -3.2541, -1.2505], [-9.0309, -2.4234, -1.6897], [-8.7566, -1.1118, -1.8122], [-7.6865, -0.6180, -1.5775], [-9.9802, -0.3585, -2.3264], [-11.1060, -0.6946, -1.6674], [-10.2102, -0.6105, -3.6306], [-9.8536, 0.9732, -2.2099], [-8.6825, -3.3726, 0.7725], [-6.9739, -3.8305, 0.5903], [-7.4651, -2.1302, 0.5384], [-8.2077, -4.2805, -1.5103], [-7.0277, -3.0091, -1.7954], [-6.6505, 13.4130, -6.6179], [-5.1353, 13.3624, -6.5845], [-4.6672, 12.0054, -6.6490], [-4.6684, 11.4399, -7.8714], [-5.0312, 11.9920, -8.8737], [-4.1080, 10.0223, -7.8005], [-4.6397, 9.3075, -6.7897], [-2.7701, 10.0213, -7.6090], [-4.3336, 9.3182, -8.9197], [-7.0714, 12.7928, -5.8227], [-7.0049, 14.4381, -6.4942], [-7.0387, 13.0261, -7.5620], [-4.7766, 13.7736, -5.6392], [-4.6925, 13.9607, -7.3852]]
}